# 1
# C4H7NO

An isolated molecule of C4H7NO (the ωB97M-V functional and the def2-TZVPD basis, the Open Molecules 2025 dataset).

The geometry in XYZ format:
```
13
Properties=species:S:1:pos:R:3:forces:R:3
C -0.275 -0.159 1.177 0.0654 -0.0696 0.1128
C 1.147 0.136 0.663 -0.0382 0.1368 0.2331
O 1.364 -0.486 -0.607 -0.0406 -0.0160 -0.0973
C 0.381 -0.308 -1.514 -0.1476 -0.1605 0.0115
N -0.831 0.032 -1.135 0.0074 -0.0851 -0.1651
C -1.281 0.202 0.144 -0.0373 -0.0091 0.0820
H -0.327 -1.233 1.415 0.1093 0.1608 0.0267
H -0.453 0.382 2.114 0.0651 -0.0552 -0.1557
H 1.290 1.216 0.556 0.0036 -0.0879 0.0587
H 1.924 -0.274 1.313 -0.1076 0.1153 -0.1073
H 0.642 -0.514 -2.541 -0.2105 -0.0727 0.1495
H -1.546 0.035 -1.853 0.3150 0.3745 -0.1536
H -2.034 0.971 0.268 0.0160 -0.2314 0.0046
```
Positions in Å, forces in eV/Å.

Values from the calculation:
**HOMO-LUMO gap (alpha / beta)**: 7.0 / 7.0 eV
**Energy**: -286.51329 a.u.
**Energy above the lowest of the compared OMol25 structures with the same formula, charge and spin**: 310.74 kJ/mol
**LUMO energy (alpha / beta)**: 0.893 / 0.893 eV
**Maximum force**: 0.51 eV/A

Mulliken atomic charge list, values in e, 5 entries:
1 C -0.41
2 C -0.42
3 O -0.35
4 C -0.20
5 N -0.05


# 2
# C34H92N2O12

A cluster of 12 separate species, C34H92N2O12 in total at a distorted geometry (the ωB97M-V functional and the def2-TZVPD basis, the Open Molecules 2025 dataset).

The geometry in XYZ format:
```
140
Properties=species:S:1:pos:R:3:forces:R:3
N 0.421 4.683 2.203 -1.3787 1.8949 0.7329
C -0.842 5.277 2.519 0.7262 -3.8233 -1.3111
N -1.751 4.166 2.511 0.6289 3.8102 -0.4266
O -1.162 6.415 2.657 0.2950 0.9317 0.3817
H 1.297 5.131 2.086 0.1787 0.8892 0.0179
H 0.391 3.736 1.941 0.0516 -1.1130 -0.2684
H -1.298 3.319 2.436 0.3563 -2.3079 0.2209
H -2.578 4.319 3.023 -0.8989 -0.2240 0.5249
C -5.150 0.536 -1.344 -0.7446 -0.1099 -0.5318
C -4.751 -0.763 -0.657 -0.6067 1.4803 1.2514
C -3.956 -1.674 -1.514 0.6427 0.5387 -0.7435
O -3.954 -0.420 0.561 -0.8409 -0.0430 -0.8542
H -5.855 1.059 -0.710 0.0538 0.4721 0.3006
H -5.734 0.382 -2.273 0.4271 -0.2910 0.2978
H -4.304 1.180 -1.602 -0.0060 -0.1563 0.2125
H -5.678 -1.276 -0.310 0.5902 0.2116 -0.1749
H -4.638 -2.204 -2.200 0.5649 0.0203 0.2926
H -3.457 -2.300 -0.809 0.4068 -1.1710 0.0847
H -3.153 -1.139 -2.088 -0.7882 -0.3514 0.3734
H -4.433 0.276 1.056 0.2811 -0.5947 -0.5190
C -2.973 4.549 -1.187 -0.4860 -0.2447 0.6066
C -2.356 5.753 -1.842 0.6935 1.1071 -0.5980
C -0.927 5.991 -1.359 -0.0980 0.0216 -0.8718
O -2.351 5.519 -3.302 -0.0145 0.8577 0.6072
H -2.826 4.517 -0.068 0.0315 0.2069 -1.1620
H -2.562 3.609 -1.622 -0.4211 0.7479 0.2073
H -4.044 4.652 -1.375 -0.0731 -0.6639 0.0397
H -2.937 6.707 -1.679 0.2794 -1.0852 0.1167
H -0.317 5.104 -1.596 -0.2417 0.2441 0.3880
H -0.903 6.263 -0.299 0.1208 -0.1809 -0.1349
H -0.513 6.806 -1.963 0.1275 0.0764 0.2769
H -2.226 6.391 -3.739 -0.1027 -0.8971 0.5055
C -1.261 -5.646 4.905 0.1990 0.4191 -0.0158
C -1.859 -4.357 4.325 -0.9500 -1.1866 1.4101
C -2.475 -3.458 5.392 0.2791 -0.0768 0.5382
O -0.800 -3.710 3.646 -0.2110 0.7562 -0.2924
H -1.976 -6.401 5.256 -0.0087 0.4861 -0.1296
H -0.533 -5.433 5.691 -0.1906 0.1271 0.1696
H -0.676 -6.061 4.107 0.2352 -0.6289 -0.4357
H -2.664 -4.662 3.659 0.0732 0.0825 -0.5779
H -3.140 -3.950 6.134 0.4105 -0.0079 -0.7213
H -3.010 -2.626 4.966 -0.3813 0.3019 -0.3369
H -1.652 -3.020 5.942 0.2646 0.1020 0.3946
H -1.128 -2.863 3.302 0.2067 -0.2949 0.0380
C 0.602 2.397 5.108 0.8084 -0.8257 -1.8023
C -0.840 2.056 5.328 0.6311 2.4160 2.1516
C -1.239 0.777 4.721 0.3661 -0.8974 0.3672
O -1.103 2.112 6.771 -0.2243 -0.4742 -0.4241
H 1.220 1.614 5.551 0.1771 0.1936 0.6350
H 0.896 3.417 5.422 -0.1430 -0.7365 -0.3102
H 0.794 2.154 4.018 -0.0065 1.0620 0.8435
H -1.411 2.959 5.059 -0.2296 -0.7159 -0.6722
H -1.083 0.702 3.673 0.0299 0.4496 -1.0974
H -2.262 0.646 4.948 -1.2243 -0.6658 0.1775
H -0.634 -0.056 5.108 -0.2236 0.1692 0.3544
H -0.546 1.474 7.234 0.0450 -0.0210 -0.1927
C 1.443 -5.667 -1.524 0.2390 0.5787 0.6273
C 1.352 -5.271 -0.009 0.1072 0.6027 0.1388
C -0.029 -4.607 0.265 -0.0198 -0.4925 -0.9704
O 1.490 -6.484 0.761 0.0718 0.2486 -0.8215
H 2.350 -6.278 -1.682 -0.4467 0.3712 -0.1183
H 1.363 -4.826 -2.269 0.5024 -0.5051 1.0683
H 0.562 -6.255 -1.727 -0.2265 -0.6100 -0.0677
H 2.189 -4.534 0.278 -1.0834 -0.9713 -0.4386
H -0.177 -3.802 -0.482 0.0385 -0.1515 0.4990
H -0.136 -4.218 1.275 0.1166 0.0148 -0.0120
H -0.851 -5.351 0.086 0.7646 0.4753 0.1916
H 1.598 -6.294 1.705 -0.0811 0.5256 -0.1533
C -0.908 3.029 -6.627 0.3365 -0.9621 0.6285
C -0.187 2.989 -5.260 -0.2696 -0.0197 0.6942
C -1.188 2.573 -4.163 1.4993 0.5855 -0.1905
O 0.898 1.963 -5.145 -1.3699 1.6272 -0.8963
H -1.780 3.666 -6.530 0.0810 0.3860 -0.1322
H -1.303 2.038 -6.868 -0.0126 -0.1604 0.2850
H -0.306 3.270 -7.490 0.3451 0.5712 -0.0960
H 0.320 3.981 -5.010 -0.8748 -1.1152 -0.3277
H -1.582 1.576 -4.371 0.0757 0.0873 0.2078
H -1.953 3.293 -3.961 -0.6825 0.4179 -0.5099
H -0.588 2.641 -3.263 -0.0031 -0.7564 0.4825
H 1.455 2.269 -5.858 0.8404 -0.5067 -0.2613
C -1.185 1.273 -0.647 -1.2258 -0.8760 0.5007
C -0.931 0.901 0.782 -0.4877 0.4272 1.9898
C -0.528 -0.533 0.955 -0.0516 -0.5079 -0.5970
O -0.062 1.798 1.495 1.7205 -0.2348 -1.0514
H -0.419 0.913 -1.332 -0.0869 -0.0280 -0.1341
H -1.289 2.329 -0.659 0.0716 1.0465 -0.4075
H -2.209 0.843 -0.828 1.0954 0.2410 -0.4760
H -1.824 1.086 1.402 -0.3306 -0.4413 -0.7249
H 0.482 -0.755 0.597 -0.0088 0.1954 -0.2412
H -1.248 -1.082 0.340 0.2027 -0.4036 0.2403
H -0.560 -0.886 1.976 -0.1959 0.0597 0.3480
H 0.812 1.687 1.050 -0.2694 0.3870 0.5072
C 3.975 -4.928 3.096 0.7469 0.4578 -0.4760
C 2.774 -4.303 3.692 -0.0327 1.3191 0.7707
C 2.695 -2.825 3.262 -0.3765 -0.4065 0.8930
O 1.645 -5.061 3.297 -0.6966 0.7467 0.3621
H 4.059 -5.910 3.502 0.6521 -0.7768 0.1434
H 4.859 -4.285 3.223 -0.1070 -0.5299 0.5309
H 3.881 -4.978 2.022 -0.3343 -0.2818 -0.4916
H 2.899 -4.279 4.835 -0.3597 -0.2184 -1.3276
H 3.662 -2.391 3.521 -0.1816 0.3421 -0.0919
H 1.908 -2.364 3.855 -0.0210 0.3967 0.1605
H 2.441 -2.621 2.228 0.2067 -0.3944 -0.3952
H 0.847 -4.487 3.425 0.5730 -0.7124 -0.1150
C 4.165 -0.089 -2.711 0.0769 0.7835 -0.1780
C 4.032 -1.566 -2.502 -0.4647 -0.4822 -0.8445
C 3.488 -1.998 -1.149 -0.5188 -0.6373 -0.6971
O 3.149 -2.098 -3.524 0.5481 -0.0531 0.1164
H 4.713 0.361 -1.899 0.7329 0.1326 0.1879
H 3.242 0.506 -2.733 -0.3606 -0.6361 -0.1014
H 4.650 0.072 -3.677 0.1692 0.2419 0.1911
H 5.045 -2.018 -2.689 -0.9332 0.1973 0.2429
H 3.149 -3.027 -1.330 -0.0098 0.1542 0.3190
H 2.595 -1.408 -0.880 0.3996 -0.0689 0.1045
H 4.233 -2.043 -0.368 0.1437 0.3572 0.3220
H 2.513 -1.422 -3.818 0.1340 -0.0196 0.3579
C -0.216 -2.087 -5.466 0.7267 2.2841 0.0595
C -0.249 -1.277 -4.133 -0.8350 -2.2278 0.3899
C -0.357 -2.179 -2.887 0.0689 1.8344 0.3209
O 0.871 -0.411 -3.888 -1.1543 -0.2047 -1.2428
H 0.698 -2.663 -5.435 -0.0109 -0.6113 -0.4684
H -0.140 -1.301 -6.239 0.4808 -0.3247 -0.0501
H -1.131 -2.588 -5.792 0.1671 -0.4286 0.8604
H -1.183 -0.737 -4.173 -0.2568 0.8162 0.0907
H -1.129 -2.937 -2.887 -0.1109 -0.1293 -0.3076
H -0.588 -1.430 -2.106 -0.0391 -0.6175 0.1581
H 0.609 -2.577 -2.624 0.3646 -0.4305 -0.1118
H 0.715 0.341 -4.504 0.6747 -0.0935 0.4935
C 4.592 3.351 -0.465 -0.4392 -0.1609 -0.5420
C 3.087 3.397 -0.184 1.0103 -1.1504 0.9559
C 2.177 4.120 -1.092 -0.5525 0.0835 -0.5292
O 2.659 2.022 -0.083 -0.4208 -0.3874 -0.0974
H 4.989 4.311 -0.799 0.0774 -0.0199 0.1385
H 4.722 2.610 -1.265 0.2215 0.3090 -0.0095
H 5.136 2.969 0.406 -0.1251 0.2394 -0.1311
H 2.946 3.842 0.811 -0.0573 -0.3869 0.0161
H 2.277 3.855 -2.151 0.2482 0.0942 0.0642
H 2.346 5.179 -0.928 -0.3859 0.3114 -0.3460
H 1.167 3.804 -0.789 0.1789 0.5498 -0.0828
H 2.613 1.644 -0.987 0.1129 0.3461 0.6921
```
Positions in Å, forces in eV/Å.

Values from the calculation:
**HOMO-LUMO gap**: 9.7 eV
**SMILES**: NC(N)=O.CC(C)O.CC(C)O.CC(C)O.CC(C)O.CC(C)O.CC(C)O.CC(C)O.CC(C)O.CC(C)O.CC(C)O.CC(C)O
**Energy**: -2362.96108 a.u.
**Energy above the lowest of the compared OMol25 structures with the same formula, charge and spin**: 0.00 kJ/mol
**LUMO energy**: 0.347 eV
**Maximum force**: 4.11 eV/A

Mulliken atomic charge list, values in e, 5 entries:
1 N 0.00
2 C 0.43
3 N -0.08
4 O -0.64
5 H 0.20


Repeat the first record exactly.
# C4H7NO

An isolated molecule of C4H7NO (the ωB97M-V functional and the def2-TZVPD basis, the Open Molecules 2025 dataset).

The geometry in XYZ format:
```
13
Properties=species:S:1:pos:R:3:forces:R:3
C -0.275 -0.159 1.177 0.0654 -0.0696 0.1128
C 1.147 0.136 0.663 -0.0382 0.1368 0.2331
O 1.364 -0.486 -0.607 -0.0406 -0.0160 -0.0973
C 0.381 -0.308 -1.514 -0.1476 -0.1605 0.0115
N -0.831 0.032 -1.135 0.0074 -0.0851 -0.1651
C -1.281 0.202 0.144 -0.0373 -0.0091 0.0820
H -0.327 -1.233 1.415 0.1093 0.1608 0.0267
H -0.453 0.382 2.114 0.0651 -0.0552 -0.1557
H 1.290 1.216 0.556 0.0036 -0.0879 0.0587
H 1.924 -0.274 1.313 -0.1076 0.1153 -0.1073
H 0.642 -0.514 -2.541 -0.2105 -0.0727 0.1495
H -1.546 0.035 -1.853 0.3150 0.3745 -0.1536
H -2.034 0.971 0.268 0.0160 -0.2314 0.0046
```
Positions in Å, forces in eV/Å.

Values from the calculation:
**HOMO-LUMO gap (alpha / beta)**: 7.0 / 7.0 eV
**Energy**: -286.51329 a.u.
**Energy above the lowest of the compared OMol25 structures with the same formula, charge and spin**: 310.74 kJ/mol
**LUMO energy (alpha / beta)**: 0.893 / 0.893 eV
**Maximum force**: 0.51 eV/A

Mulliken atomic charge list, values in e, 5 entries:
1 C -0.41
2 C -0.42
3 O -0.35
4 C -0.20
5 N -0.05


- Among the records above, which one has the lowest energy above the lowest of the compared OMol25 structures with the same formula, charge and spin?
  C34H92N2O12


- energy above the lowest of the compared OMol25 structures with the same formula, charge and spin of number 2 (C34H92N2O12)?
  0.00 kJ/mol